ORCA calculation (ωB97M-V/def2-TZVPD) on C6H8F3NO2 in the gas phase.

Output
* structure (SMILES): C[C@H]1C[C@](N)(C(F)(F)F)C(=O)O1
* gap between HOMO and LUMO: 10.8 eV
* relative energy (zero: lowest compared OMol25 entry of this formula, charge and spin): 41.42 kcal per mole

Element x y z (Å)
F 3.0975 1.7472 -0.0823
F 3.1503 0.2134 -1.5716
F 3.9720 -0.2303 0.4641
O 0.2683 -1.3210 -1.2992
O 1.9601 -2.4753 -0.3982
N 1.5209 -0.4073 1.5940
C 3.0174 0.4346 -0.2281
C -0.5874 -0.2789 -0.9329
C 1.6560 -0.1724 0.1716
C 1.3340 -1.4324 -0.5487
C -1.6103 -0.7215 0.1250
C 0.2905 0.8954 -0.3214
H 2.2567 0.0665 2.1731
H -1.0013 -1.1971 1.0586
H -1.1522 0.2817 -1.7645
H -2.2112 -1.4461 -0.2495
H -2.1892 0.0931 0.5977
H 1.7728 -1.3737 1.6541
H 0.0523 1.3696 0.6217
H 0.6720 1.6975 -1.0357

Forces on the atoms, in the same order (eV/Å):
0.44 0.08 0.77
0.67 -0.01 0.61
0.13 1.08 -0.73
-1.07 -0.68 -1.49
-1.12 1.73 -0.47
1.12 0.33 0.60
-1.47 -1.82 -1.14
-1.60 4.59 1.26
-2.12 4.23 0.29
1.89 -2.17 0.63
3.48 0.76 3.28
3.97 -2.12 -0.49
-1.01 -0.26 -0.94
-1.34 1.00 -2.17
1.03 -1.87 0.42
-2.04 -2.21 -1.05
0.31 -0.21 -0.70
0.10 -0.89 0.73
-0.70 -0.24 -0.01
-0.66 -1.32 0.61

Okay, here come the natural (NBO) numbers, in e, for every atom: number 1, F, carries -0.31; number 2, F, carries -0.33; number 3, F, carries -0.31; number 4, O, carries -0.46; number 5, O, carries -0.55; number 6, N, carries -0.82; number 7, C, carries 0.97; number 8, C, carries 0.07; number 9, C, carries -0.06; number 10, C, carries 0.77; number 11, C, carries -0.62; number 12, C, carries -0.41; number 13, H, carries 0.38; number 14, H, carries 0.21; number 15, H, carries 0.21; number 16, H, carries 0.21; number 17, H, carries 0.23; number 18, H, carries 0.38; number 19, H, carries 0.23; number 20, H, carries 0.22



ORCA calculation (ωB97M-V/def2-TZVPD) on a molecular structure, C6H8FN.

Output
* gap between HOMO and LUMO: 10.3 eV
* relative energy (zero: lowest compared OMol25 entry of this formula, charge and spin): 49.49 kcal per mole

Element x y z (Å)
F -1.1290 1.0947 -1.0672
N 0.7752 -0.8597 0.9398
C -0.9624 0.4942 1.6114
C -0.4383 -1.0282 0.0786
C -1.5092 -0.5949 1.0656
C -0.0767 0.3295 -0.5951
C 0.9688 0.3549 -1.6899
C 0.3774 0.5801 0.8766
H -0.5609 -1.9560 -0.4949
H -1.3870 1.1980 2.3604
H 1.6192 -1.0109 0.3950
H 1.1260 1.3278 1.1719
H -2.4592 -1.0424 1.2564
H 1.8731 -0.2176 -1.4452
H 1.2772 1.3966 -1.8833
H 0.5059 -0.0661 -2.5799

Forces on the atoms, in the same order (eV/Å):
-0.10 0.03 0.00
0.18 -0.29 0.23
-0.60 0.41 0.43
-0.22 -0.68 -0.60
0.41 0.64 0.26
0.25 0.13 0.18
0.25 0.12 0.20
0.26 0.68 0.37
0.04 0.26 0.21
0.54 -0.70 -0.73
0.01 0.02 -0.12
-0.32 -0.17 -0.15
-0.32 -0.22 -0.03
-0.31 0.11 -0.09
-0.22 -0.41 0.01
0.15 0.06 -0.18

Okay, here come the natural (NBO) numbers, in e, for every atom: number 1, F, carries -0.37; number 2, N, carries -0.58; number 3, C, carries -0.18; number 4, C, carries -0.15; number 5, C, carries -0.18; number 6, C, carries 0.37; number 7, C, carries -0.65; number 8, C, carries -0.15; number 9, H, carries 0.21; number 10, H, carries 0.23; number 11, H, carries 0.34; number 12, H, carries 0.21; number 13, H, carries 0.22; number 14, H, carries 0.21; number 15, H, carries 0.23; number 16, H, carries 0.23



| no. | lowest unoccupied orbital energy (eV) |
| --- | --- |
| 1 | 0.8 |
| 2 | 1.0 |